267
Properties=species:S:1:pos:R:3:forces:R:3 method="wB97M-V/def2-TZVPD" smiles=COC[C@H](C)N.COC[C@H](C)N.COC[C@H](C)N.COCCNCCOC.COCCNCCOC.COCCNCCOC.COCCNCCOC.COCCNCCOC.COCCNCCOC.COCCNCCOC.COCCNCCOC.COCCNCCOC e_homo_ev=-8.434 homo_lumo_gap_ev=8.890 multiplicity=1 lumo_energy_ev=0.46
C -14.6400 -2.1408 27.9127 1.6650 0.3338 0.6129
O -14.4525 -3.2486 28.7699 -0.9610 -0.4433 0.1556
C -13.5887 -4.2662 28.2628 -0.4097 0.7701 1.6568
C -14.1278 -5.0985 27.1611 0.0326 -1.7424 0.3967
N -15.2755 -5.9985 27.4689 1.6081 0.7716 1.6430
C -15.9745 -6.3493 26.3077 0.4259 -0.6968 -2.5891
C -16.9632 -7.4627 26.4746 -1.1284 -0.3127 0.9155
O -18.0568 -6.8737 27.2181 -0.4003 0.3659 0.1871
C -19.0189 -7.8199 27.6743 0.7408 -0.7470 0.2770
H -13.7482 -1.4935 28.0492 -0.4119 0.0466 -0.2954
H -15.5153 -1.5602 28.1705 -0.3223 -0.1891 0.2242
H -14.6709 -2.4330 26.8830 -0.2522 -0.1333 -0.7664
H -13.2753 -4.8241 29.1422 -0.4670 -0.5178 0.1215
H -12.6626 -3.8044 28.0020 0.8193 0.4985 -0.9338
H -13.2411 -5.7206 26.8868 -0.8035 0.2922 -0.4339
H -14.4389 -4.4616 26.3665 0.1661 0.6099 -1.1200
H -15.8977 -5.5560 28.1302 0.0049 0.0965 0.0213
H -15.2364 -6.6446 25.5120 -0.4331 -0.0060 0.6726
H -16.4975 -5.5053 25.8402 -0.2552 0.1881 -0.0291
H -16.5779 -8.3082 27.0967 0.0486 0.4778 -0.6505
H -17.3472 -7.8313 25.4940 0.2838 0.1148 0.4992
H -18.5557 -8.4956 28.4104 0.1083 0.1049 0.0450
H -19.2415 -8.4661 26.8232 -0.8302 0.0095 -0.0179
H -19.9003 -7.3931 28.2104 0.8112 0.1091 -1.0583
C -27.1142 -7.7494 30.6516 1.2655 1.6417 0.2220
O -25.7405 -7.4740 30.9694 -0.9903 0.1666 -0.7324
C -25.0344 -8.6183 31.3096 -0.3834 -1.2848 -0.3123
C -23.6134 -8.2353 31.3092 1.8013 -1.2297 -0.1471
N -23.2218 -7.4930 30.1349 0.6041 -0.1637 0.4188
C -21.8967 -6.9112 30.3253 -0.6875 0.5995 -0.6132
C -21.6768 -5.9222 29.2164 -1.0753 0.2610 -0.4566
O -22.5282 -4.7799 29.4274 0.1934 -0.4764 -0.1633
C -22.3479 -3.7559 28.4470 1.9468 -1.8450 -0.6130
H -27.4616 -6.8642 30.0906 -0.1302 -0.5919 0.3390
H -27.6186 -7.8805 31.5842 -0.8515 -0.0371 0.5671
H -27.1780 -8.6354 30.0728 -0.1991 -0.8059 -0.7963
H -25.2365 -9.4904 30.6445 -0.0804 0.6242 -0.0017
H -25.2724 -8.9341 32.3221 -0.3207 -0.2811 0.3402
H -22.9227 -9.1297 31.3600 -0.8721 0.6675 0.1916
H -23.4986 -7.6928 32.2333 0.5956 0.6827 0.5175
H -23.8537 -6.7242 30.0444 -0.5606 0.5094 -0.1451
H -21.1395 -7.6416 30.1935 0.7380 -1.1321 0.0418
H -21.7498 -6.4766 31.3171 -0.0497 0.2843 0.0663
H -21.9189 -6.4535 28.2472 0.1456 0.6411 0.9202
H -20.6586 -5.5908 29.1583 0.8006 0.2469 0.1283
H -21.4988 -4.1177 27.7601 -1.2032 0.6943 0.4767
H -21.9467 -2.8710 28.9263 -0.4969 0.5054 0.0470
H -23.2561 -3.6622 27.8613 -0.0674 0.4525 0.0475
C -17.7669 1.3497 28.4243 -0.0897 -1.5879 -1.3877
O -17.3602 1.6241 27.0647 0.2406 -0.4233 1.1185
C -18.4229 1.8713 26.1896 0.0355 0.0335 -0.3432
C -18.0663 1.5810 24.7214 -0.2544 1.0961 0.5167
N -17.2529 0.3901 24.5594 -0.6000 0.0673 -0.7160
C -16.9961 0.0470 23.1671 1.0981 0.2560 -0.8236
C -16.2923 -1.2873 23.0224 -1.6478 -0.6446 -0.2044
O -14.9842 -1.1351 23.4494 0.1838 0.2063 0.0928
C -14.2901 -2.3327 23.6773 0.0673 -0.0018 -2.0809
H -16.8811 0.9403 28.9027 0.1064 0.3098 0.2475
H -18.4923 0.4889 28.3778 0.3798 1.0813 0.4209
H -18.1767 2.1940 28.9778 0.0048 0.1909 -0.2101
H -18.6321 2.9398 26.2798 -0.7020 0.0132 -0.1431
H -19.3062 1.2556 26.3855 0.0332 0.1026 0.6445
H -17.5903 2.5548 24.3658 -0.5062 -1.2536 -0.3716
H -19.0964 1.3991 24.3123 1.1592 0.4023 -0.4712
H -16.3684 0.5337 25.0021 0.4883 0.0382 0.4847
H -16.3702 0.7650 22.5802 -0.1177 0.0604 0.7008
H -17.8834 0.0167 22.5726 -1.0731 -0.1405 0.0125
H -16.3623 -1.6477 21.9553 0.2278 0.2882 0.7361
H -16.8794 -2.0192 23.6489 0.8221 0.4544 -0.4420
H -13.3596 -1.9889 24.0607 0.8063 -0.3375 0.6128
H -14.0801 -2.9088 22.7159 -0.3236 0.6950 0.9227
H -14.8554 -2.9643 24.3285 -0.2015 -0.6141 0.7682
C -22.7811 -5.8931 25.6732 -0.7164 -0.1669 1.4681
O -23.8887 -5.0129 25.4922 0.0007 -0.5190 -0.7128
C -23.4681 -3.7521 25.0584 1.0872 0.2978 0.8204
C -22.8488 -3.6702 23.6956 1.1605 -0.8543 -0.4605
N -21.9832 -2.5137 23.5683 -0.5159 0.2959 -0.0578
C -21.4402 -2.4210 22.2275 0.3898 -1.0547 -0.1027
C -20.5009 -1.2433 21.9970 -2.9329 0.6800 1.5820
O -20.1808 -1.0743 20.6708 -0.5520 1.0814 -0.0054
C -19.4061 -2.0996 20.1953 0.6951 -0.7163 -1.0995
H -21.7987 -5.4229 25.6023 -0.0646 0.2279 -0.2430
H -22.8492 -6.7368 25.0080 0.0457 -0.3474 -0.4564
H -22.8884 -6.2548 26.7116 0.1220 -0.1637 -0.5243
H -22.7119 -3.4645 25.7861 0.4135 0.5702 -0.0243
H -24.2589 -3.0484 25.1745 -0.9050 0.3875 -0.0280
H -23.5721 -3.5548 22.9286 -1.0703 -0.1223 -0.7354
H -22.3097 -4.6396 23.4569 -0.2842 0.6810 0.2620
H -21.2892 -2.5332 24.2970 0.5673 0.0477 0.0946
H -22.2439 -2.3765 21.5071 -0.5261 0.1137 -0.2003
H -20.8900 -3.3677 21.9835 -0.1884 0.3722 0.0618
H -19.7198 -1.4935 22.6906 1.4125 0.6395 0.0922
H -21.0570 -0.3085 22.3205 0.8701 -0.9554 -0.1767
H -19.9508 -3.0721 20.1043 0.4435 0.6944 -0.3302
H -18.5907 -2.2105 20.8862 0.8196 -0.5789 0.4182
H -18.9690 -1.7189 19.2588 -0.3036 -0.6705 0.0262
C -15.9461 -5.4390 19.7454 -0.7042 -1.4575 0.9115
O -15.1142 -5.5260 20.8670 0.5182 -0.3593 0.3601
C -14.4526 -6.7775 20.9221 -1.3600 -0.7637 1.0968
C -13.9673 -6.9047 22.3693 -0.1626 -1.6088 -0.7621
N -13.1407 -5.8912 22.8700 0.4090 1.4566 0.8245
C -11.8749 -5.8615 22.2265 1.0750 0.1888 0.0565
C -10.8733 -5.0305 23.0319 1.3446 -0.0438 -0.1280
O -11.3895 -3.7058 23.1445 0.1644 -0.8564 -0.1130
C -10.6084 -2.8534 23.9429 -2.3920 0.5922 1.3230
H -16.3918 -4.4573 19.8147 -0.2742 0.1332 -0.5923
H -16.6957 -6.2852 19.8199 0.2683 1.0440 -0.2170
H -15.3494 -5.6553 18.8757 0.0766 0.4317 -0.9059
H -13.7088 -6.8715 20.1485 0.6592 0.1487 -0.3469
H -15.1731 -7.6438 20.7793 0.4544 0.9812 -0.0293
H -13.4260 -7.9047 22.4689 -0.8529 1.0265 0.1352
H -14.8561 -6.8465 22.9762 -0.5800 -0.6442 0.2270
H -13.5838 -4.9666 22.8357 0.1281 -0.6106 0.0075
H -11.9104 -5.4407 21.2262 -0.0417 0.3200 -0.4627
H -11.6038 -6.9178 22.0642 0.5939 0.3867 0.3718
H -9.8588 -4.9816 22.5552 -0.7501 -0.0378 -0.2517
H -10.6003 -5.4508 24.0172 -0.8041 0.0211 0.0015
H -9.5998 -2.7663 23.6299 1.1609 -0.1825 -0.1766
H -10.7499 -3.0663 25.0474 0.6389 -0.2345 -1.0263
H -11.1045 -1.8825 23.8312 0.3916 0.0795 -0.1007
C -16.4804 -5.4346 30.4119 0.9620 -0.0422 0.2075
O -17.0529 -5.1728 31.6795 0.0049 -1.0254 -0.3990
C -17.0469 -3.8410 31.9557 0.4307 2.6897 1.0882
C -17.8284 -2.8764 31.0383 -2.2679 -1.7189 1.4045
N -19.2954 -3.2998 30.8154 2.1403 0.3060 -1.4165
C -20.2504 -2.5114 31.5312 -0.5025 -0.1685 0.4497
C -20.2519 -1.0261 31.2932 2.4182 0.1736 0.0409
O -20.6792 -0.7592 29.9589 0.6071 1.4916 1.0308
C -20.9244 0.6668 29.8720 0.6548 -0.6976 1.0628
H -15.4204 -5.0100 30.3608 -1.0215 -0.9088 0.2097
H -17.0019 -4.8724 29.6399 -0.3999 -0.2485 -0.2785
H -16.5496 -6.5342 30.2311 0.2671 1.0076 0.0615
H -16.0401 -3.3711 31.8713 0.1954 -0.5969 -0.0117
H -17.2787 -3.6331 33.0266 -0.3738 -0.6839 -0.6428
H -17.3284 -2.9072 30.1161 0.5123 0.5146 -1.4218
H -17.7069 -1.9182 31.5581 -0.1976 0.0651 -0.5525
H -19.4941 -3.3300 29.7927 0.2248 0.2391 1.2269
H -20.1330 -2.7849 32.5793 0.0854 0.5284 0.3343
H -21.2516 -2.8387 31.3023 -0.4502 -0.4783 -0.3271
H -19.1768 -0.6053 31.5534 -1.8778 -0.4168 -0.9400
H -20.9062 -0.5115 31.9552 -0.7657 0.2826 0.8650
H -21.0744 0.8316 28.8481 -0.5061 0.5982 -1.3814
H -20.0820 1.3088 30.2174 -0.1276 -0.7358 -0.2033
H -21.7726 0.9698 30.4940 -0.2084 -0.2320 -0.2282
C -19.9528 -5.9455 17.9614 0.4522 1.3495 -2.9305
O -21.1324 -5.2340 18.2852 0.0851 -0.6923 0.4902
C -21.9478 -6.1006 19.0349 -0.9771 -0.2622 -0.1887
C -23.1028 -5.5079 19.7920 -0.2620 1.0371 -0.8255
N -24.2765 -5.2666 18.9008 -0.8310 -0.6598 2.2851
C -24.1606 -4.3985 17.7859 1.9432 1.2270 -1.1679
C -23.5925 -2.9367 18.0764 -0.1548 -1.6364 -1.6770
O -23.8823 -2.0710 16.9596 0.3203 -1.2055 0.9565
C -23.4866 -0.7635 17.2141 0.6888 1.3507 -0.3019
H -20.0905 -6.7094 17.1331 -0.2460 0.6402 0.8439
H -19.4510 -6.4546 18.7609 0.0989 -0.0204 0.8669
H -19.3266 -5.1318 17.5092 0.0137 -0.9590 0.4961
H -21.3192 -6.6439 19.7125 0.3667 -0.3708 0.6707
H -22.4750 -6.8276 18.4143 0.4155 -0.3559 -0.6037
H -22.8159 -4.5944 20.3167 0.2028 0.0684 0.2655
H -23.3154 -6.2928 20.5149 -0.6172 0.1640 0.1896
H -25.0886 -4.9541 19.4655 0.8477 -0.4610 -0.2940
H -25.1328 -4.3918 17.2890 0.1844 0.3660 -0.1111
H -23.3934 -4.8315 17.1055 -0.7295 0.1285 0.0452
H -22.5089 -3.0476 18.2602 -0.2042 0.2941 -0.2812
H -24.0260 -2.5766 18.9638 -0.8404 0.8138 1.3240
H -22.4131 -0.6672 17.5743 -0.9905 -0.2289 -0.5792
H -24.1065 -0.2596 17.9720 -0.0295 -0.2591 0.0546
H -23.6435 -0.1963 16.2651 0.3927 -0.3684 0.6908
C -19.7811 -11.3905 25.0515 -0.0361 0.1431 -0.1570
O -20.5475 -10.2028 25.1625 2.4596 0.6443 -1.7405
C -21.6653 -10.2919 25.9071 -1.2891 -0.5793 2.2290
C -22.9265 -10.4142 25.0990 -0.7550 0.1527 0.3180
N -24.0890 -10.3667 25.9906 -1.6706 -1.7379 0.3633
C -25.1286 -9.2744 25.8603 1.9772 -1.0728 -0.2015
C -25.5263 -8.8471 27.2572 1.2162 -0.1650 0.1762
O -26.5630 -7.9120 27.3024 -0.3589 -0.3605 0.1356
C -26.1218 -6.5806 27.4493 0.2090 0.3853 -0.7920
H -19.0875 -11.5358 25.8946 -0.4714 -0.0836 -0.0239
H -19.1955 -11.3384 24.1582 0.6479 0.4970 -0.4934
H -20.4014 -12.2539 24.8308 -0.3543 -0.3142 0.6372
H -21.7732 -9.5248 26.6756 0.1581 0.7968 -0.3705
H -21.5356 -11.1521 26.5541 -0.5679 -0.7338 0.2381
H -22.7597 -11.2653 24.4278 -0.7775 -0.3819 0.1990
H -23.0981 -9.5973 24.4385 0.6040 1.0357 -0.7646
H -24.5944 -11.2880 26.0733 1.0061 1.4136 -0.1507
H -25.9564 -9.6219 25.2913 -1.0412 -0.3202 -0.4340
H -24.6640 -8.5012 25.2614 0.0586 0.5820 0.0952
H -24.6309 -8.4200 27.7353 -0.0757 -0.2031 0.0529
H -25.7372 -9.7817 27.8131 -0.4575 0.5382 -0.0430
H -26.9982 -6.0173 27.7486 0.0619 0.2341 0.3277
H -25.7522 -6.1288 26.5128 -0.1968 -0.3302 0.0275
H -25.2803 -6.4926 28.1420 -0.2794 -0.0449 0.4037
C -19.7655 -1.5216 27.1597 -1.3479 0.8942 -1.0466
O -19.7398 -2.3041 25.9828 0.7161 -0.1567 0.2287
C -18.5206 -2.9964 25.9599 0.5832 -1.8648 -2.4281
C -18.3645 -3.7714 24.6249 -0.4481 0.1069 -0.0481
N -19.0957 -5.0249 24.6155 -0.5772 1.4073 -1.0437
C -18.9569 -5.7767 23.3892 -0.8272 0.3767 -0.9940
C -19.9577 -6.9301 23.3721 0.4174 0.7774 -0.8355
O -19.8448 -7.5159 22.0587 -1.5991 -0.3468 0.9477
C -20.7199 -8.6772 21.9720 0.4879 0.9153 0.4083
H -20.7877 -1.0886 27.1868 0.7312 0.2079 0.0286
H -18.9685 -0.7633 27.1051 -0.3704 -0.2710 0.1546
H -19.7041 -2.1171 28.0388 0.4249 -0.5856 0.8143
H -18.5046 -3.8396 26.6592 0.1755 0.5440 0.9374
H -17.6102 -2.3798 25.9579 -0.4328 0.4084 0.8044
H -17.3201 -4.0090 24.4233 0.5864 0.3456 0.2110
H -18.6716 -3.1187 23.7992 -0.2520 -0.1693 -0.0143
H -18.9248 -5.4782 25.4782 0.3097 -1.2065 0.6651
H -17.9525 -6.0946 23.0521 0.1510 -0.2488 0.7458
H -19.2353 -5.1158 22.5094 -0.0437 -0.3768 1.0444
H -20.9547 -6.5336 23.6344 0.1040 -0.0393 -0.7231
H -19.7877 -7.6629 24.1443 0.5251 -0.6374 0.3501
H -21.8113 -8.4831 21.8769 0.5569 0.4695 0.5036
H -20.4807 -9.2897 22.8510 -0.4311 -0.2809 -0.3253
H -20.4470 -9.1284 21.0491 0.3750 -0.7993 -0.6955
C -23.8234 -9.4057 19.5226 1.5885 -1.0105 1.6093
C -24.4245 -10.0310 20.8453 0.4944 0.6067 -1.8784
C -25.4689 -9.1851 21.4983 -0.1316 0.1482 1.2514
O -24.8123 -7.9686 21.9295 -0.4916 -1.7519 -0.1347
C -25.7080 -7.0606 22.4968 -0.4491 0.7807 -0.2421
N -24.8866 -11.3702 20.6183 -0.4065 -0.6728 0.2146
H -22.7615 -9.7582 19.4402 -0.7484 0.1220 0.0357
H -23.7453 -8.3480 19.5656 -0.2138 1.0506 0.1317
H -24.2743 -9.6799 18.5960 -0.8859 -0.3417 -0.4786
H -23.6349 -10.0684 21.5473 1.0615 -0.0132 0.8380
H -25.9151 -9.7578 22.3660 0.5903 0.6371 -0.5504
H -26.3057 -9.0109 20.8308 -0.2365 0.5229 -0.3513
H -25.0647 -6.2190 22.7954 -0.5946 0.1287 -0.2156
H -26.2377 -7.3928 23.4244 0.3345 -0.2043 -0.6943
H -26.4552 -6.8087 21.6893 0.4270 0.2717 1.0316
H -24.2329 -12.0781 20.9298 -0.1004 0.1351 -0.1753
H -25.0757 -11.4905 19.6415 -0.1176 -0.3966 -0.2807
C -16.7230 -9.8183 23.0918 -0.2203 -0.1269 -0.0314
C -16.8245 -10.2415 21.6310 -1.9071 -0.3542 -0.1338
C -17.7922 -11.4969 21.5400 0.8230 0.6630 1.3305
O -17.2565 -12.6277 22.2359 0.2730 0.3392 -1.0190
C -16.0901 -13.1366 21.5819 0.4226 -1.0311 1.3367
N -17.3674 -9.1488 20.7966 0.2670 -0.2185 0.1689
H -16.5439 -10.7399 23.6982 0.0546 0.9711 -0.2076
H -17.6608 -9.3041 23.4417 0.6648 -0.5967 -0.3780
H -15.9152 -9.0874 23.1471 0.1154 -0.1120 0.5047
H -15.8332 -10.5201 21.2248 -0.3816 0.0063 0.2711
H -17.9793 -11.7259 20.5046 -0.0194 -0.2958 -0.6453
H -18.7700 -11.3037 22.0267 0.5476 0.2469 -0.2657
H -16.0335 -14.2097 21.8944 -0.1302 0.6999 -0.6644
H -15.1418 -12.7118 21.9856 -0.6387 0.2037 -0.3391
H -16.1170 -13.0184 20.4917 -0.1056 -0.1050 0.1960
H -18.0136 -8.5168 21.2784 0.1963 -0.4397 0.0245
H -17.8381 -9.5319 19.9799 0.0309 0.3263 0.0244
C -16.0581 -7.6690 16.0061 0.9858 -0.8442 1.6813
C -16.7336 -8.1051 17.3285 0.8181 0.6079 -0.5608
C -17.8033 -9.0509 16.8989 -0.3302 -2.0293 0.7902
O -18.5525 -9.4250 18.0741 -0.1004 0.5700 -0.3982
C -19.2252 -10.6532 18.0305 -0.2743 -0.2762 -0.5163
N -15.7279 -8.7621 18.1604 -0.6707 -0.2207 0.6804
H -16.7725 -7.0894 15.4595 0.0672 0.3413 -0.7791
H -15.8064 -8.6461 15.5909 -0.0979 0.2413 -0.8570
H -15.0589 -7.1917 16.1670 -1.0545 0.1684 -0.1026
H -17.2115 -7.2628 17.8241 -0.0737 0.3443 0.1640
H -17.2843 -9.9757 16.5348 -0.4392 0.6383 -0.0492
H -18.4886 -8.6589 16.1318 0.1995 0.0247 0.1546
H -19.9463 -10.6610 18.8214 -0.7584 0.3559 0.4828
H -18.5679 -11.4680 18.3354 0.3437 -0.3112 -0.7216
H -19.7840 -10.8496 17.0780 0.7208 0.1059 0.5993
H -14.8528 -8.2660 18.0144 -0.1534 -0.2192 0.6896
H -16.0349 -8.8541 19.1689 0.6606 0.4731 -1.4935